The following is a DFT calculation (ωB97M-V/def2-TZVPD) of a cluster of 3 separate species, C6H12O2 in total.

The calculation puts the LUMO energy (alpha / beta) at 0.024 / 0.024 hartree. As for the relative energy (zero: lowest compared OMol25 entry of this formula, charge and spin): 132.9 kcal/mol.

```
! RIJCOSX wB97M-V def2-TZVPD def2/J DEFGRID3
* xyz 0 1
C -0.36022 -0.14216 -0.15928
C 1.62104 0.41129 -0.46827
C -1.12270 0.81822 -1.03640
C -0.39407 -1.59615 -0.56310
C -0.05207 0.19474 1.14238
C 0.54159 0.65032 2.21133
O -1.87183 -0.40810 1.49664
O 1.79225 0.20493 -1.83306
H -2.36037 0.37830 1.77955
H 1.85391 -0.74194 -2.01073
H 1.70654 1.47554 -0.27020
H 2.28925 -0.19762 0.14150
H -2.14663 0.45899 -1.14908
H -0.65425 0.86210 -2.02400
H -1.14759 1.82341 -0.61553
H -1.41613 -1.95673 -0.44225
H 0.25429 -2.20538 0.06747
H -0.10797 -1.70362 -1.61353
H 0.00976 0.66283 3.15346
H 1.56520 1.01105 2.19311
*
```



The following is a DFT calculation (ωB97M-V/def2-TZVPD) of a cluster of 2 separate species, C6H12O2 in total.

The calculation puts the LUMO energy at 0.018 hartree. As for the relative energy (zero: lowest compared OMol25 entry of this formula, charge and spin): 68.7 kcal/mol. Its SMILES is CC(C)=O.CC(C)=O.

```
! RIJCOSX wB97M-V def2-TZVPD def2/J DEFGRID3
* xyz 0 1
C 4.63700 38.24400 23.54800
C 3.48700 37.43100 22.99800
O 2.98800 36.50200 23.66700
C 2.93300 37.93200 21.73600
H 5.38400 37.59900 24.22700
H 4.40800 39.27500 24.19300
H 5.19200 38.55200 22.59700
H 2.33000 38.90900 21.86400
H 2.15400 37.22200 21.56300
H 3.54600 37.75200 20.89300
C -0.26400 38.31300 24.20800
C -0.40400 38.01600 25.65200
O -1.38600 38.31100 26.25600
C 0.86600 37.48600 26.40900
H 0.20900 37.60600 23.47900
H 0.50400 39.09900 24.07200
H -1.18100 38.70900 23.69600
H 1.25700 36.64900 25.85300
H 0.49500 36.87800 27.24100
H 1.68400 38.16500 27.03300
*
```



The following is a DFT calculation (ωB97M-V/def2-TZVPD) of a cluster of 2 separate species, C6H12O2 in total.

The calculation puts the LUMO energy at 0.028 hartree. As for the relative energy (zero: lowest compared OMol25 entry of this formula, charge and spin): 58.8 kcal/mol. Its SMILES is CC(C)=C/C=C/O.O.

```
! RIJCOSX wB97M-V def2-TZVPD def2/J DEFGRID3
* xyz 0 1
C -0.80307 -2.71909 -0.38303
C 0.17051 -1.61320 -0.43961
C -0.14255 -0.37120 -0.03955
C 0.78711 0.76813 0.17033
C 0.52772 1.54985 1.21750
O 1.35544 2.64400 1.51391
C 1.52990 -1.89272 -1.01451
H -1.54303 -2.66880 0.42772
H -1.37586 -2.96074 -1.28205
H -0.31826 -3.68970 -0.11971
H -1.18714 -0.12310 0.02076
H 1.74475 0.90312 -0.29390
H -0.26470 1.53749 1.95417
H 2.23232 2.36936 1.84437
H 2.13403 -1.00045 -1.08856
H 1.38195 -2.29028 -2.02870
H 2.05778 -2.69061 -0.46455
H -2.07499 3.77377 -0.00420
H -3.47446 4.03000 0.22981
O -2.73744 4.44418 -0.22020
*
```



The following is a DFT calculation (ωB97M-V/def2-TZVPD) of the molecule C6H12O2.

The calculation puts the LUMO energy at 0.033 hartree. As for the relative energy (zero: lowest compared OMol25 entry of this formula, charge and spin): 57.5 kcal/mol. Its SMILES is C=C(C)[C@@H](O)COC.

```
! RIJCOSX wB97M-V def2-TZVPD def2/J DEFGRID3
* xyz 0 1
C 0.06476 0.50442 -0.23049
C 0.48791 -0.73698 0.55234
C 2.81230 -0.93824 -0.28849
C -2.34335 -0.09762 -0.92648
C -1.44745 0.58917 0.05928
C -1.88449 1.29680 1.08856
O 1.99526 -0.55950 0.80027
O 0.81960 1.58202 0.21102
H 1.64892 1.09036 0.68779
H 0.20570 0.33462 -1.31387
H 0.12363 -0.71518 1.57928
H 0.25329 -1.67131 0.03249
H 2.62375 -0.30625 -1.16339
H 3.85226 -0.81562 0.01471
H 2.62904 -1.98126 -0.56868
H -2.31965 0.42896 -1.88123
H -3.36873 -0.11202 -0.56714
H -2.01654 -1.11909 -1.11332
H -2.93855 1.42798 1.27760
H -1.19767 1.79875 1.74972
*
```



The following is a DFT calculation (ωB97M-V/def2-TZVPD) of a cluster of 2 separate species, C6H12O2 in total.

The calculation puts the LUMO energy at 0.023 hartree. As for the relative energy (zero: lowest compared OMol25 entry of this formula, charge and spin): 40.7 kcal/mol. Its SMILES is C/C=C/C=C(/C)O.O.

```
! RIJCOSX wB97M-V def2-TZVPD def2/J DEFGRID3
* xyz 0 1
C -2.90721 -0.50142 -1.24098
C -1.87477 0.17567 -0.37344
C -0.56664 0.08307 -0.58792
C 0.47310 0.59116 0.28447
C 1.76139 0.71618 -0.05631
O 2.17102 0.28433 -1.28301
C 2.80241 1.31950 0.84082
H -2.80968 -0.24362 -2.29479
H -2.81272 -1.58665 -1.17122
H -3.91862 -0.24373 -0.90838
H -2.28029 0.74206 0.46920
H -0.30395 -0.50498 -1.46522
H 0.20301 0.99832 1.25244
H 3.13320 0.40236 -1.36618
H 2.81958 2.40470 0.76065
H 3.80175 0.94775 0.58900
H 2.61802 1.02437 1.86561
H -0.18170 -2.73975 1.55868
H -1.04695 -1.45664 1.51472
O -1.08095 -2.41271 1.61187
*
```



The following is a DFT calculation (ωB97M-V/def2-TZVPD) of a cluster of 2 separate species, C6H12O2 in total.

The calculation puts the LUMO energy at 0.030 hartree. As for the relative energy (zero: lowest compared OMol25 entry of this formula, charge and spin): 53.3 kcal/mol. Its SMILES is C=C(C)C(C)=O.CO.

```
! RIJCOSX wB97M-V def2-TZVPD def2/J DEFGRID3
* xyz 0 1
C -2.61035 1.58215 0.06360
C -0.16501 -1.83860 -1.02900
C -0.12010 -0.99282 0.20745
O -1.21850 1.48815 -0.16574
O -0.98729 -0.98330 1.06747
H -3.13274 1.13462 -0.78662
H -2.89417 1.07373 0.98956
H -2.89515 2.63545 0.12550
H -0.48986 -1.23052 -1.87466
H -0.85549 -2.67159 -0.87261
H 0.81802 -2.27177 -1.23038
C 1.83650 0.62240 -0.60890
C 1.21980 -0.19152 0.48575
C 1.89010 -0.53174 1.59545
H -0.73915 0.97753 0.59431
H 1.98850 1.64756 -0.25374
H 1.19074 0.70493 -1.48828
H 2.79745 0.22110 -0.94346
H 2.89414 -0.16625 1.78980
H 1.47256 -1.20951 2.33451
*
```



The following is a DFT calculation (ωB97M-V/def2-TZVPD) of the molecule C6H12O2.

The calculation puts the LUMO energy at 0.026 hartree. As for the relative energy (zero: lowest compared OMol25 entry of this formula, charge and spin): 33.0 kcal/mol. Its SMILES is C/C(O)=C(/C)[C@H](C)O.

```
! RIJCOSX wB97M-V def2-TZVPD def2/J DEFGRID3
* xyz 0 1
C 1.32793 -0.16801 0.20093
C 1.86021 1.22133 0.22819
C -1.53423 1.16643 0.82958
C -0.33304 -1.95928 -0.29330
C -0.96769 0.53756 -0.44260
C 0.07470 -0.51352 -0.14361
O 2.31789 -1.09610 0.39428
O -2.05851 0.03860 -1.18465
H 1.96621 -1.98213 0.25417
H -1.72841 -0.34705 -2.00563
H -0.43593 1.38307 -1.00722
H 2.92272 1.20884 0.00542
H 1.24938 1.85763 -0.48471
H 1.70850 1.66590 1.20899
H -2.45121 1.70903 0.61226
H -0.81178 1.85669 1.25160
H -1.76888 0.40395 1.57047
H -0.00474 -2.55101 0.56068
H 0.08355 -2.41108 -1.19628
H -1.41666 -2.02084 -0.35856
*
```



The following is a DFT calculation (ωB97M-V/def2-TZVPD) of a cluster of 2 separate species, C6H12O2 in total.

The calculation puts the LUMO energy at 0.017 hartree. As for the relative energy (zero: lowest compared OMol25 entry of this formula, charge and spin): 56.5 kcal/mol. Its SMILES is C=C(C)/C=C/CO.O.

```
! RIJCOSX wB97M-V def2-TZVPD def2/J DEFGRID3
* xyz 0 1
C -2.32266 2.09287 -1.37656
C -1.58730 0.79888 -1.25370
C -2.13855 -0.40812 -1.30367
C 2.11762 0.90748 -0.10053
O 2.86766 -0.19702 0.38804
C 0.62726 0.70785 -0.15093
C -0.09129 0.92602 -1.24018
H -1.81715 2.88301 -0.83167
H -3.34483 2.05870 -0.97046
H -2.38038 2.49524 -2.38773
H -3.21572 -0.47285 -1.42423
H -1.62541 -1.35207 -1.27202
H 2.27853 1.76796 0.55015
H 2.47845 1.07444 -1.09535
H 2.49186 -0.56722 1.19077
H 0.09441 0.37447 0.74264
H 0.33802 1.22515 -2.18631
H 1.61319 -5.52517 4.11521
H 1.67445 -4.03746 4.00646
O 1.94184 -4.75216 4.60006
*
```



The following is a DFT calculation (ωB97M-V/def2-TZVPD) of a cluster of 2 separate species, C6H12O2 in total.

The calculation puts the LUMO energy (alpha / beta) at -0.158 / -0.285 hartree. As for the relative energy (zero: lowest compared OMol25 entry of this formula, charge and spin): 52.2 kcal/mol.

```
! RIJCOSX wB97M-V def2-TZVPD def2/J DEFGRID3
* xyz 1 2
C -0.74111 0.08120 3.04361
C -0.43915 1.09264 1.85848
C -0.86292 0.32839 0.59652
C 0.08533 -0.24756 -0.17756
C -0.07874 -1.02367 -1.47321
C 0.89062 -1.88732 -1.82851
O 0.82283 -2.71872 -2.85613
H -0.22522 0.53562 3.89805
H -0.45884 -0.98431 2.95931
H -1.85701 0.06529 2.95590
H 0.41995 1.50725 1.69896
H -1.06900 1.89958 2.16412
H -1.84853 -0.00081 0.44944
H 1.21561 -0.07690 0.04972
H -1.05630 -0.89510 -2.08860
H 1.93580 -1.66561 -1.39601
H -0.10370 -2.65557 -3.18939
H 0.80707 1.58411 -1.84720
H 1.47894 2.54290 -2.86675
O 1.08438 2.51860 -1.95077
*
```



The following is a DFT calculation (ωB97M-V/def2-TZVPD) of the molecule C6H12O2Si.

The calculation puts the LUMO energy at 0.032 hartree. As for the relative energy (zero: lowest compared OMol25 entry of this formula, charge and spin): 48.6 kcal/mol. Its SMILES is C[Si@@]1(C=O)CCCCO1.

```
! RIJCOSX wB97M-V def2-TZVPD def2/J DEFGRID3
* xyz 0 1
C -0.63450 -1.14066 2.63557
C 1.64595 -0.00332 -1.11434
C 0.61509 -1.09286 -1.37877
C 1.90249 0.34936 0.39960
C -0.71749 -0.75681 -0.75651
C -2.05239 1.49684 0.93196
O 0.13084 -2.07044 2.68785
O 0.77589 0.96357 1.01777
Si -0.60259 0.24437 0.87279
H -1.17650 -1.04927 3.58022
H 2.67713 -0.20855 -1.58787
H 1.34828 0.89804 -1.70279
H 0.55599 -1.41090 -2.45606
H 0.99350 -2.02652 -1.02486
H 2.04886 -0.59690 1.08740
H 2.88219 0.86890 0.50818
H -1.35856 -0.34136 -1.52336
H -1.54249 -1.61378 -0.50950
H -1.68430 2.40418 1.27012
H -2.47041 1.61960 -0.04125
H -2.91791 1.13867 1.68898
*
```